C5H16N3 | ωB97M-V/def2-TZVPD

Geometry as ORCA input:
```
! RIJCOSX wB97M-V def2-TZVPD def2/J DEFGRID3
* xyz 2 2
C -0.555 -2.424 0.041
C -0.853 -1.555 -1.159
C -2.138 -1.122 -1.457
N 0.262 -1.104 -1.855
H -0.236 -1.839 0.916
H 0.264 -3.103 -0.213
H -1.468 -2.942 0.370
H -2.280 -0.531 -2.361
H -2.994 -1.384 -0.846
H 1.065 -1.703 -1.653
H 0.104 -1.149 -2.867
N 0.430 1.469 -0.852
C 0.017 1.604 0.599
C 1.259 1.535 1.474
N 0.829 1.421 2.859
H 1.335 1.933 -0.959
H 0.528 0.415 -1.116
H -0.243 1.897 -1.488
H -0.490 2.558 0.794
H -0.687 0.793 0.811
H 1.940 0.734 1.136
H 1.809 2.477 1.330
H 0.486 0.475 3.006
H 1.616 1.545 3.489
*
```

Output
frontier orbital gap (alpha / beta) = 0.2924 / 0.1516 Ha
LUMO energy (alpha / beta) = -8.35 / -12.18 eV
energy relative to the best compared isomer or geometry (same formula, charge and spin) = 0.9644 eV
energy = -9895.86087 eV